C4H3BrIN2O | ωB97M-V/def2-TZVPD

Geometry as ORCA input:
```
! RIJCOSX wB97M-V def2-TZVPD def2/J DEFGRID3
* xyz 1 1
C -2.007 -0.064 -1.238
C -1.288 -0.354 -0.178
C 0.012 0.090 -0.282
C -1.145 0.546 -2.295
N 0.179 0.657 -1.788
N 1.106 -0.061 0.337
O -1.554 0.774 -3.413
Br -1.679 -1.114 1.545
I 1.859 1.688 -2.277
H -3.019 -0.206 -1.522
H 1.056 -0.621 1.264
H 1.948 0.450 -0.026
*
```

For the largest force on an atom, the calculation gives 8.01 eV Å⁻¹. Its relative energy (zero: lowest compared OMol25 entry of this formula, charge and spin) is 0.0000 eV. Its frontier orbital gap is 7.711 eV. The HOMO energy comes out at -13.877 eV. The SMILES is [NH2+]=C1C(Br)=CC(=O)N1I.